# C33H40Br2Cl51F7NO5

A 18-piece molecular cluster, C33H40Br2Cl51F7NO5 overall at a distorted geometry (ωB97M-V/def2-TZVPD, OMol25).

Output
HOMO energy: -6.09 eV
net charge: -1
spin multiplicity: 1
DFT total energy: -31028.898818 Eh

XYZ file:
```
139
Properties=species:S:1:pos:R:3:forces:R:3:lowdin_charge:R:1
C 1.54720 -2.80916 6.22688 -0.79 -0.51 -1.03 -0.122
C 2.10608 -3.86715 5.05832 1.00 1.07 0.97 -0.226
O 1.68057 -5.24175 5.38096 -1.09 1.09 -1.10 -0.237
C 0.26958 -5.48235 5.00437 -0.04 1.27 -0.46 -0.173
C 0.26346 -6.48522 3.70900 0.93 -0.10 -0.10 -0.161
O -1.06154 -6.94662 3.27427 0.13 1.93 0.74 -0.214
C -2.03537 -5.85271 3.15540 -1.62 0.33 -0.84 -0.172
C -1.59572 -4.66212 2.08833 0.22 -0.46 1.49 -0.156
O -2.64087 -3.62215 2.18640 1.32 -0.19 -1.76 -0.225
C -2.50254 -2.63189 1.06688 -1.98 -1.18 -0.67 -0.176
N -1.99364 -1.29818 1.46008 1.89 -1.71 0.67 -0.062
C -2.86359 -0.42714 2.27956 0.42 2.41 1.16 -0.233
C -4.26791 -0.93022 2.86660 -1.36 0.59 1.21 -0.186
C -4.31276 -1.14543 4.52603 -1.69 -0.35 -1.56 -0.650
F -5.56901 -1.95116 4.76187 2.95 2.06 -0.27 -0.130
Br -2.80354 -2.22833 5.24821 -1.21 1.13 -0.63 0.767
C -4.57674 0.28788 5.32978 -1.09 -0.24 -0.39 -0.597
F -3.65965 1.37690 4.92044 -3.23 -3.42 1.23 -0.080
F -6.02682 0.61663 5.06090 4.52 -0.16 0.44 -0.098
Br -4.49583 -0.13646 7.31404 -0.05 1.11 -1.80 0.679
C -0.54119 -1.21238 1.81874 1.38 0.21 -0.40 -0.243
F -0.23734 -1.66898 3.22726 -1.05 0.74 -2.12 -0.115
C 0.11350 0.31639 1.72835 0.75 -0.48 -0.47 -0.068
C 1.32564 0.52588 2.85219 -0.12 0.86 -1.01 -0.052
C 0.80850 1.17155 4.26734 1.36 -0.06 0.71 -0.199
F -0.40283 2.01700 4.15872 3.74 -2.92 0.82 -0.006
F 0.70949 0.12908 5.35347 -0.26 3.89 -3.32 -0.045
F 1.91277 2.09199 4.73101 -3.30 -2.29 -0.81 -0.050
C 0.47948 -2.11997 0.86635 2.50 -3.12 -3.94 -0.354
O 1.46739 -2.87536 1.41368 -5.32 4.28 -2.26 -0.127
O 0.24798 -2.03627 -0.59543 0.84 -0.06 7.44 -0.257
H 0.52746 -2.38780 5.78835 2.20 -0.46 1.10 0.050
H 2.33322 -1.94895 6.40902 -1.84 -1.94 -0.45 0.019
H 1.25230 -3.37520 7.23078 1.02 1.13 -2.12 0.094
H 1.80488 -3.50576 3.97903 0.32 -0.85 2.04 0.115
H 3.29778 -3.82496 5.11006 -2.60 -0.49 -0.11 0.127
H -0.31192 -5.87100 5.94261 1.11 0.31 -1.88 0.140
H -0.19359 -4.41484 4.74759 0.73 -2.36 0.31 0.112
H 0.90208 -7.43568 4.01173 -1.53 1.87 -0.63 0.140
H 0.79414 -6.01302 2.75145 -0.92 -0.60 2.33 0.147
H -2.40071 -5.41649 4.20423 1.17 -0.75 -2.16 0.123
H -3.01850 -6.33832 2.68257 2.21 0.88 1.06 0.141
H -0.59250 -4.16265 2.42978 -1.64 -1.12 -0.96 0.110
H -1.52955 -5.16219 1.02599 -0.06 1.17 1.92 0.135
H -1.96025 -3.19449 0.19574 -0.38 1.78 1.69 0.114
H -3.62159 -2.49062 0.66988 2.69 -0.28 1.07 0.081
H -2.21439 -0.04391 3.20725 -1.49 -0.86 -1.88 0.125
H -3.06758 0.56733 1.64844 0.22 -2.07 1.36 0.115
H -4.76610 -1.88265 2.42071 1.32 1.63 0.90 0.112
H -5.06071 -0.05254 2.68794 1.74 -1.95 0.45 0.105
H -0.67511 1.17481 1.72374 1.43 -1.64 0.34 0.113
H 0.67060 0.37895 0.67413 -1.37 -0.30 2.27 0.130
H 1.99901 -0.44537 2.97799 -1.91 1.99 0.13 0.154
H 2.05353 1.33390 2.36014 -1.73 -1.54 1.41 0.091
C -6.55790 -0.83132 -0.40033 0.11 0.10 -0.06 -1.494
Cl -4.84888 -0.57063 -0.01198 -0.64 0.29 -0.76 0.638
Cl -6.80847 -2.46481 -1.03933 0.01 0.15 0.03 0.537
Cl -7.56911 -0.56055 1.02920 0.08 -0.18 -0.14 0.522
H -6.84975 -0.11203 -1.16981 0.14 -0.29 0.34 -0.059
C -4.45113 5.13386 4.04972 0.09 -0.11 -0.05 -1.567
Cl -5.09910 5.53065 2.44902 0.01 0.00 0.07 0.510
Cl -5.61058 4.15556 4.96515 0.09 0.16 -0.12 0.524
Cl -2.90229 4.28623 3.90134 -0.19 0.18 -0.08 0.528
H -4.28243 6.06668 4.59381 -0.11 -0.64 -0.47 -0.109
C -3.02670 6.44626 7.69646 0.14 -0.34 0.20 -1.493
Cl -3.92597 7.26455 6.40757 0.08 0.41 0.56 0.583
Cl -2.91327 4.70859 7.36928 -0.04 0.35 0.19 0.535
Cl -1.41149 7.15278 7.87341 -0.23 -0.04 0.00 0.525
H -3.56809 6.58517 8.63575 0.16 0.00 -0.36 0.020
C -8.64219 3.00227 -0.74893 0.13 0.12 0.17 -1.509
Cl -8.53699 1.62953 -1.86430 -0.12 0.24 -0.06 0.554
Cl -10.29072 3.16886 -0.12124 0.18 0.01 -0.11 0.522
Cl -7.48630 2.81365 0.58064 -0.12 0.24 -0.26 0.510
H -8.38934 3.91261 -1.29848 -0.10 -0.35 0.17 0.020
C 0.06195 -4.68980 -2.59215 -0.04 0.30 0.27 -1.537
Cl 0.57482 -4.99391 -4.26068 -0.07 -0.06 -0.02 0.499
Cl -1.69004 -4.43653 -2.51624 0.23 -0.05 -0.01 0.532
Cl 0.54289 -6.03116 -1.53912 -0.04 0.12 -0.12 0.523
H 0.55681 -3.78108 -2.24001 -0.21 -0.11 0.15 -0.034
C 4.14657 -5.27692 -2.80779 -0.42 0.19 0.19 -1.518
Cl 3.44464 -3.81762 -2.08856 0.13 -0.33 -0.08 0.573
Cl 4.08326 -5.19099 -4.57641 0.24 -0.14 0.19 0.480
Cl 5.81486 -5.50229 -2.25515 -0.04 -0.08 -0.07 0.523
H 3.55709 -6.13834 -2.48358 0.18 0.27 -0.10 0.005
C -2.63076 2.08535 -2.68485 0.37 -0.08 0.14 -1.537
Cl -3.95824 2.55634 -1.60991 0.05 0.09 -0.08 0.488
Cl -1.53458 0.96112 -1.86393 -0.20 0.11 -0.12 0.543
Cl -3.26262 1.36244 -4.17399 0.04 0.11 0.08 0.509
H -2.06737 2.98358 -2.95024 -0.23 -0.28 0.06 0.001
C 6.62726 -8.17501 -5.23463 -0.09 0.11 0.04 -1.551
Cl 5.97929 -7.77823 -6.83533 0.09 0.00 0.20 0.505
Cl 5.46781 -9.15332 -4.31920 0.14 0.18 -0.08 0.510
Cl 8.17610 -9.02264 -5.38300 -0.11 0.10 0.03 0.510
H 6.79596 -7.24219 -4.69054 -0.10 -0.29 -0.16 -0.012
C 2.66027 -3.46575 -7.55271 -0.03 0.06 0.10 -1.528
Cl 4.42014 -3.55130 -7.36542 -0.20 0.06 -0.16 0.491
Cl 2.10165 -1.78929 -7.42300 0.04 -0.24 0.03 0.509
Cl 2.16453 -4.16864 -9.10177 0.02 0.02 0.15 0.517
H 2.19983 -4.04533 -6.74851 0.15 0.20 -0.22 -0.021
C 3.96195 1.48960 -6.18261 0.00 -0.04 0.15 -1.512
Cl 4.47482 1.18549 -7.85115 0.07 0.02 0.18 0.494
Cl 2.20996 1.74287 -6.10670 0.33 -0.34 0.23 0.459
Cl 4.44289 0.14824 -5.12958 -0.04 0.23 -0.12 0.529
H 4.45681 2.39832 -5.83047 -0.19 -0.28 -0.13 0.017
C 1.43939 3.74656 -9.45063 -0.24 -0.24 0.12 -1.515
Cl 0.92415 4.16216 -11.09420 0.06 0.04 0.10 0.528
Cl 1.29913 2.00157 -9.17727 -0.13 0.42 -0.39 0.514
Cl 3.10131 4.28969 -9.16354 -0.08 -0.02 -0.10 0.507
H 0.78245 4.25974 -8.74371 0.24 -0.13 -0.21 0.003
C 3.26027 4.65411 3.16796 0.01 -0.08 0.13 -1.523
Cl 5.02014 4.56856 3.35525 -0.34 0.07 0.00 0.494
Cl 2.70165 6.33057 3.29767 0.01 -0.14 0.00 0.515
Cl 2.76453 3.95122 1.61890 0.02 0.08 0.15 0.535
H 2.79983 4.07453 3.97216 0.14 0.17 -0.31 -0.004
C -1.45220 5.69385 -13.97365 0.01 -0.03 0.06 -1.548
Cl -3.18117 6.08095 -13.95556 0.21 -0.04 0.05 0.515
Cl -1.18139 4.08876 -14.67347 0.00 0.19 0.14 0.511
Cl -0.54837 6.92485 -14.87205 -0.07 -0.12 0.15 0.509
H -1.09044 5.68532 -12.94229 -0.13 0.01 -0.34 -0.010
C 2.72726 -0.49086 9.69467 -0.08 0.19 -0.17 -1.524
Cl 2.07929 -0.09408 8.09398 0.10 0.23 0.52 0.569
Cl 1.56781 -1.46917 10.61010 0.12 0.12 -0.04 0.510
Cl 4.27610 -1.33849 9.54630 -0.10 0.10 0.05 0.509
H 2.89596 0.44196 10.23876 -0.05 -0.36 -0.16 0.014
C 7.91322 2.22703 4.77498 -0.04 -0.17 -0.07 -1.532
Cl 8.11136 3.98374 4.65555 0.10 -0.14 0.02 0.493
Cl 7.31694 1.77606 6.38137 0.11 0.04 -0.19 0.516
Cl 6.81496 1.63774 3.51563 0.28 -0.04 0.19 0.508
H 8.88994 1.75947 4.62646 -0.35 0.19 0.06 0.016
C 3.06583 7.96593 -9.76420 0.02 -0.05 -0.01 -1.550
Cl 4.24685 9.25144 -9.46055 -0.10 -0.16 -0.03 0.519
Cl 1.87514 7.89296 -8.45411 0.15 -0.04 -0.19 0.501
Cl 2.26129 8.21568 -11.32296 0.10 -0.09 0.16 0.510
H 3.59731 7.01151 -9.80002 -0.22 0.32 0.01 -0.026
C 1.56195 5.36570 -4.52660 0.07 -0.05 0.16 -1.508
Cl 2.07482 5.06158 -6.19514 0.00 0.31 0.27 0.480
Cl -0.19004 5.61896 -4.45069 0.16 0.02 -0.01 0.522
Cl 2.04289 4.02433 -3.47358 -0.06 0.28 -0.06 0.524
H 2.05681 6.27441 -4.17447 -0.19 -0.31 -0.14 0.022
```
Positions in Å, forces in eV/Å.

---

# C22H35NO3P2PbS

C22H35NO3P2PbS as an isolated structure at a distorted geometry (ωB97M-V/def2-TZVPD, OMol25).

Output
HOMO energy (alpha / beta): -14.38 / -14.29 eV
net charge: +2
spin multiplicity: 1
DFT total energy: -2412.655410 Eh

XYZ file:
```
65
Properties=species:S:1:pos:R:3:forces:R:3:nbo_charge:R:1
P -0.29642 -2.42647 0.21140 -0.27 0.87 -1.58 1.321
P -0.52065 1.97340 0.17309 -1.23 -0.72 -1.87 1.286
C -1.10409 -0.89789 -0.52434 -0.70 0.41 0.29 -0.800
C -0.52677 0.47559 -0.99222 0.61 -0.65 0.37 -0.835
H -1.87385 -0.66321 0.22695 0.03 -0.27 -0.15 0.302
H -1.62166 -1.30677 -1.41380 0.17 0.05 0.47 0.269
H 0.41986 0.38813 -1.55839 -0.48 0.08 0.29 0.309
H -1.26389 0.82844 -1.74395 0.61 -0.11 0.39 0.305
C -2.31952 2.25400 0.09906 0.00 0.09 1.16 -0.970
H -2.70686 1.87192 1.04616 -0.40 0.11 -0.11 0.292
H -2.76749 1.69690 -0.73183 0.20 0.15 0.21 0.256
H -2.53383 3.31733 0.00185 -0.01 -0.02 0.13 0.276
C 0.16750 3.34596 -0.81739 0.62 0.30 0.75 -0.975
H -0.51590 3.67574 -1.60664 -0.04 -0.27 0.34 0.279
H 1.13877 3.08684 -1.24131 -0.16 0.08 0.12 0.260
H 0.31830 4.19332 -0.13817 0.00 -0.07 -0.05 0.289
C -1.49507 -3.70550 -0.27503 -0.40 -0.40 0.34 -0.978
H -1.44745 -4.53915 0.43529 0.00 0.09 -0.18 0.287
H -1.26112 -4.08391 -1.28048 0.02 0.18 0.23 0.272
H -2.52065 -3.31265 -0.25777 0.32 -0.01 0.09 0.279
C 1.18635 -2.87003 -0.73826 0.24 -0.41 0.06 -0.993
H 1.88867 -2.04250 -0.92800 -0.37 -0.44 -0.08 0.199
H 0.91421 -3.28178 -1.71188 0.12 -0.08 0.16 0.277
H 1.72861 -3.60856 -0.14192 -0.05 -0.07 -0.22 0.283
Pb 1.96093 -0.17828 0.54357 -0.38 -0.05 2.59 1.476
C 1.30529 1.63129 -3.47215 -0.87 0.55 -0.65 -0.195
C -0.03619 1.73095 -3.52435 0.59 0.65 -0.54 -0.190
C -0.90347 0.79733 -4.30551 -0.21 -0.14 -0.69 -0.467
C -0.38026 -0.66594 -4.41126 -0.57 0.38 -0.76 -0.470
C 0.46533 -1.22348 -3.30736 0.84 -0.73 -0.22 -0.192
C 1.81428 -1.24485 -3.34586 -0.94 -0.49 -0.71 -0.184
C 2.56112 -0.47429 -4.36926 0.68 0.59 -0.60 -0.468
C 2.04874 0.97781 -4.59527 0.50 -0.83 -0.57 -0.451
C 1.39452 -2.00903 2.08672 0.09 -0.05 0.18 -1.177
H 1.88474 2.17036 -2.72778 0.03 0.35 -0.37 0.189
H -0.57160 2.59818 -3.12628 0.26 -0.65 0.51 0.201
H -1.02732 1.16368 -5.34334 -0.09 -0.06 0.41 0.262
H -1.92537 0.78294 -3.88838 0.32 0.17 -0.03 0.212
H -1.26902 -1.30938 -4.53307 0.34 0.15 0.16 0.238
H 0.13792 -0.75081 -5.38139 0.06 -0.12 0.54 0.234
H -0.07418 -1.82415 -2.57924 0.25 0.02 -0.28 0.174
H 2.40835 -2.00926 -2.84838 -0.20 0.36 0.46 0.208
H 2.49982 -0.97659 -5.35349 0.12 -0.04 0.43 0.249
H 3.62901 -0.43510 -4.12006 -0.23 -0.16 0.02 0.229
H 2.91859 1.59394 -4.86983 -0.28 -0.05 0.27 0.252
H 1.43954 0.96189 -5.51298 0.00 0.24 0.52 0.219
H 1.91756 -1.51294 2.92488 -0.29 0.06 -0.18 0.296
H 1.86849 -2.97860 1.92991 0.00 0.07 -0.32 0.222
H 0.34210 -2.18606 2.38655 0.72 0.35 0.48 0.251
O 2.12377 2.31365 4.24110 -0.14 -0.46 -0.27 -0.892
S 1.60278 0.97762 4.30713 -0.09 0.36 1.22 2.276
O 2.52374 -0.10419 4.58704 -0.48 0.36 -0.69 -0.915
N 0.70236 0.64102 2.95752 -0.25 0.09 -1.64 -0.949
C -0.62760 0.43751 3.20431 0.26 -0.35 -0.20 0.652
O -1.44862 0.06054 2.34042 0.78 0.71 0.20 -0.676
C -0.93786 0.60996 4.65282 -0.55 -0.44 0.27 -0.187
C -2.16989 0.41613 5.29295 0.24 0.09 -0.01 -0.149
C -2.21677 0.49822 6.69463 0.09 0.17 -0.49 -0.182
C -1.05157 0.75941 7.43931 -0.25 -0.05 -0.54 -0.152
C 0.17267 0.94122 6.78951 0.01 0.07 -0.28 -0.200
C 0.19663 0.86141 5.39691 0.26 0.11 0.69 -0.215
H -3.04518 0.21564 4.66945 0.18 0.03 0.43 0.238
H -3.17466 0.39172 7.20702 0.34 -0.05 -0.15 0.243
H -1.12412 0.82619 8.52387 0.13 -0.01 -0.28 0.247
H 1.07836 1.15517 7.34715 -0.10 -0.07 -0.04 0.253
```
Positions in Å, forces in eV/Å.

---

# C9H9O6Pt

C9H9O6Pt as an isolated structure at a distorted geometry (ωB97M-V/def2-TZVPD, OMol25).

Output
HOMO energy (alpha / beta): -19.41 / -22.09 eV
net charge: +3
spin multiplicity: 5
DFT total energy: -917.530686 Eh

XYZ file:
```
25
Properties=species:S:1:pos:R:3:forces:R:3:nbo_charge:R:1
O 0.19855 4.24543 -0.83616 -0.25 -4.08 -1.07 -0.327
C 0.12020 3.13161 -1.11008 0.32 4.25 0.88 0.550
Pt 0.00568 -1.71105 -2.35623 -0.24 -1.38 -0.66 1.094
C 1.14767 -3.22609 -1.74630 3.50 -5.85 3.03 0.430
O 1.71694 -4.15437 -1.35212 -2.45 4.40 -2.16 -0.196
C -1.04174 -3.06374 -3.43286 -3.63 -4.96 -4.26 0.419
O -1.61148 -3.88165 -4.02187 2.63 3.85 2.99 -0.190
C 1.42956 -0.43088 -1.94592 5.42 3.71 0.38 0.312
O 2.51425 -0.04792 -1.77942 -3.83 -1.35 -0.28 -0.278
C -1.49472 -0.44428 -2.38587 -6.07 4.59 0.72 0.425
O -2.43543 0.23622 -2.34686 4.41 -3.05 -0.56 -0.238
H 0.15775 1.37247 -1.45644 0.38 -0.02 -0.74 -0.004
C -0.75256 1.06044 2.62291 -0.10 0.01 -0.22 -0.443
C 0.62853 0.38103 2.74035 -0.01 -0.03 -0.08 -0.444
C 1.00331 -0.01641 1.30550 0.23 0.69 1.29 -0.145
O 0.08635 0.61626 0.39098 -0.70 -0.58 1.64 -0.122
C -1.06758 1.08798 1.11285 0.50 0.48 1.51 -0.145
H -1.52576 0.51109 3.17549 0.18 0.22 -0.20 0.280
H -0.72040 2.08528 3.00739 -0.11 -0.20 -0.06 0.283
H 0.57246 -0.50521 3.37830 0.15 0.18 -0.08 0.279
H 1.37993 1.06766 3.15102 -0.17 -0.28 -0.11 0.281
H 2.02398 0.29324 1.04058 -0.10 -0.12 -0.45 0.295
H 0.92654 -1.11070 1.18487 -0.09 -0.02 -0.49 0.278
H -1.91209 0.41126 0.90006 -0.02 -0.17 -0.54 0.308
H -1.34994 2.09234 0.75984 0.06 -0.31 -0.47 0.298
```
Positions in Å, forces in eV/Å.